The following is a quantum chemistry calculation of the molecule C18H24N4O2, from the OMol25 dataset.

```
48
Properties=species:S:1:pos:R:3:forces:R:3:lowdin_charge:R:1
C 1.391989 -1.385172 4.143665 -0.4 0.5 -1.2 -0.035
C 1.323480 0.016680 3.540562 0.0 0.2 1.2 -0.155
C 1.318754 1.115721 4.414513 0.0 -0.3 0.0 0.065
C 1.149420 2.396688 3.875516 -0.3 0.6 -0.4 -0.089
C 1.109389 3.627337 4.670538 0.7 0.4 2.1 -0.399
O 1.387549 3.653346 5.876169 -0.5 -0.1 -1.0 0.032
N 0.813124 4.834539 4.046441 0.0 -1.7 -1.2 0.055
N 0.682667 5.021118 2.688564 0.6 -2.2 -0.7 0.060
C 0.820781 3.926679 1.941920 -0.1 0.9 1.9 -0.045
C 1.037066 2.556591 2.499985 0.1 0.3 -0.8 -0.192
N 1.114158 1.510245 1.648962 -0.1 0.9 0.7 0.195
C 1.233054 0.282035 2.161071 -0.3 0.9 -1.1 -0.272
N 1.194219 -0.709220 1.194902 0.5 -2.0 -0.9 -0.093
C -0.050264 -1.533769 1.110369 0.3 0.6 0.2 -0.130
C -0.294722 -2.186366 -0.266114 0.0 0.0 0.3 -0.113
C -0.163211 -1.180138 -1.398798 -0.4 0.6 0.1 -0.351
O -0.240238 -1.879657 -2.632754 0.3 0.0 -0.3 -0.113
C -0.435265 -1.086860 -3.823576 -0.6 0.2 1.2 -0.139
C -1.908535 -0.999971 -4.158506 -1.0 0.2 0.3 -0.466
C -2.693687 0.143963 -3.465750 0.8 -0.8 0.5 -0.032
C -2.363430 -1.387026 -5.538310 -0.2 -0.6 0.2 -0.083
C -2.673327 -2.313034 -4.327223 0.8 1.2 -0.5 -0.062
C 1.123842 -0.316298 -1.281511 0.0 0.2 0.6 -0.104
C 2.016450 -0.661003 -0.050813 -1.8 0.0 0.1 -0.126
H 0.358462 -1.665637 4.408082 0.5 -0.2 0.2 0.093
H 1.804375 -2.139427 3.452861 -0.2 0.4 0.2 0.082
H 2.035935 -1.306711 4.997941 0.1 -0.3 0.7 0.068
H 1.442650 1.020697 5.522061 -0.2 0.0 -1.1 0.149
H 0.869229 5.627349 4.661679 -0.1 0.4 -0.3 0.147
H 0.776337 4.042991 0.862950 -0.1 0.1 0.2 0.104
H -0.895575 -0.872250 1.381454 0.1 -0.3 -0.2 0.130
H -0.002085 -2.320729 1.860973 -0.2 -0.2 0.1 0.099
H 0.400181 -3.013015 -0.419482 0.2 0.0 0.0 0.120
H -1.303750 -2.648662 -0.260844 0.5 0.4 0.0 0.131
H -1.031054 -0.486891 -1.300695 0.4 -0.3 -0.2 0.139
H 0.134021 -1.520457 -4.622946 0.2 -0.6 -0.3 0.121
H -0.037187 -0.074450 -3.684680 0.0 -0.1 0.1 0.122
H -3.057273 -0.152125 -2.457304 0.3 0.2 -0.5 0.085
H -3.551113 0.438311 -4.046771 -0.4 0.1 -0.3 0.066
H -2.032899 1.009443 -3.361033 -0.2 0.0 0.1 0.077
H -1.601646 -1.643364 -6.308906 -0.7 -0.1 0.8 0.109
H -3.243518 -0.867772 -5.926388 0.4 0.0 0.0 0.094
H -2.107848 -3.217255 -4.178061 0.1 -0.1 -0.1 0.093
H -3.675054 -2.322261 -3.891381 0.2 0.0 -0.5 0.102
H 0.765311 0.742390 -1.227547 0.8 -0.7 -0.1 0.119
H 1.757757 -0.505392 -2.151882 -0.2 0.3 -0.2 0.113
H 2.496964 -1.643551 -0.211777 -0.2 0.3 0.2 0.121
H 2.804517 0.072341 0.031872 0.1 0.3 0.3 0.110
```
Positions in Å, forces in eV/Å.

Output
SMILES = Cc1cc2c(=O)[nH]ncc2nc1N1CCC(OCC2(C)CC2)CC1
Gap between HOMO and LUMO = 8.364 eV
Energy above the lowest of the compared OMol25 structures with the same formula, charge and spin = 77.8 kcal per mole
Maximum force = 0.0454 Eh/bohr
HOMO level = -8.377 eV
Lowest unoccupied orbital energy = 0.0 eV

***

The following is a quantum chemistry calculation of the ion C7H12N3 with charge +1, from the OMol25 dataset.

```
22
Properties=species:S:1:pos:R:3:forces:R:3:lowdin_charge:R:1
C 2.754315 0.896527 1.767951 0.9 -1.3 -0.3 -0.124
N 1.353742 0.766198 1.608240 -2.1 -1.7 -2.9 0.040
N 1.054578 -0.404349 0.319119 4.2 0.8 3.7 0.106
C -0.102497 -0.612127 -0.219676 -2.2 -1.4 -1.7 -0.283
C -0.479908 -2.002570 -0.568835 -0.8 2.6 -0.8 0.041
C -1.605056 -2.195225 -1.302258 -1.1 2.4 0.4 0.017
C -2.546100 -1.052901 -1.403107 -0.8 -3.2 -1.0 -0.026
C -2.096256 0.158107 -1.189569 -0.7 2.0 1.1 -0.081
N -0.850719 0.401560 -0.692440 -0.4 0.4 0.5 -0.058
C -0.452242 1.796562 -0.496460 1.3 2.0 1.1 -0.023
H 3.256109 0.019263 1.352643 0.5 0.2 0.2 0.094
H 3.201378 1.799990 1.458373 0.1 1.0 -1.3 0.074
H 2.913080 0.941804 2.811008 0.3 -0.4 1.5 0.086
H 1.019104 0.222618 2.383073 -0.4 -0.6 0.2 0.097
H 1.599445 -1.308198 0.447691 -0.7 1.8 0.2 0.160
H 0.239875 -2.740060 -0.388575 0.9 -1.1 0.3 0.101
H -1.857832 -3.064450 -1.857188 -0.1 -1.0 0.2 0.114
H -3.626878 -1.191550 -1.662696 1.4 0.0 0.0 0.142
H -2.744175 1.041624 -1.194765 0.3 -0.4 -0.4 0.149
H 0.717435 1.676049 -0.445388 -2.4 1.3 -0.3 0.114
H -0.898461 2.606352 -1.224513 1.2 -2.4 0.6 0.137
H -0.848937 2.244774 0.497373 0.9 -1.3 -1.3 0.122
```
Positions in Å, forces in eV/Å.

Output
SMILES = CN/[NH+]=c1/ccccn1C
Gap between HOMO and LUMO = 8.923 eV
Energy above the lowest of the compared OMol25 structures with the same formula, charge and spin = 97.8 kcal per mole
Maximum force = 0.1098 Eh/bohr
HOMO level = -13.186 eV
Lowest unoccupied orbital energy = -4.3 eV
Net charge = +1

***

The following is a quantum chemistry calculation of a cluster of 13 separate species, H24NO15 in total, from the OMol25 dataset.

```
40
Properties=species:S:1:pos:R:3:forces:R:3:lowdin_charge:R:1
N -6.496000 -2.392000 7.421000 1.7 0.7 2.5 -0.490
O -6.252000 -1.149000 7.531000 0.5 -0.9 -0.6 -0.072
O -5.564000 -3.233000 7.584000 -0.7 1.4 -1.1 -0.016
O -7.658000 -2.730000 7.411000 -1.5 -0.9 -0.4 -0.009
O -10.606000 -2.167000 9.630000 -0.4 -0.4 -0.5 -0.052
H -10.174000 -1.904000 10.429000 0.2 0.2 0.9 0.012
H -9.932000 -1.964000 8.978000 0.1 0.3 -0.4 -0.003
O -6.767000 -1.638000 4.620000 -0.3 0.2 -0.5 -0.058
H -6.497000 -0.821000 4.159000 -0.3 -0.7 0.3 0.063
H -7.567000 -2.005000 4.186000 0.7 0.3 0.4 0.062
O -4.329000 0.139000 6.005000 0.1 -0.1 0.0 -0.075
H -5.090000 -0.213000 6.518000 0.5 0.1 -0.3 -0.010
H -3.712000 -0.600000 5.910000 -0.4 0.1 -0.2 0.025
O -8.671000 -5.378000 8.581000 -0.8 -0.9 -0.2 -0.047
H -8.432000 -4.467000 8.668000 0.5 0.9 0.0 -0.013
H -9.589000 -5.341000 8.275000 0.3 0.0 0.2 0.037
O -6.739000 2.122000 7.328000 -1.1 2.0 -1.7 -0.046
H -6.321000 1.523000 7.894000 1.1 -1.7 1.4 -0.069
H -7.246000 1.618000 6.687000 0.0 -0.2 0.2 0.032
O -4.984000 -5.787000 8.314000 1.4 -1.1 0.5 -0.074
H -4.086000 -6.144000 8.520000 -1.2 0.5 -0.3 0.045
H -4.836000 -4.894000 8.002000 -0.2 0.3 -0.1 -0.028
O -4.449000 -3.382000 4.769000 1.9 -1.1 -0.3 -0.069
H -3.834000 -3.799000 5.421000 -1.3 0.9 -0.5 0.068
H -5.156000 -2.890000 5.170000 -0.3 0.6 0.5 -0.039
O -6.985000 -4.621000 5.329000 -0.7 -0.1 -0.1 -0.060
H -7.538000 -4.217000 6.015000 0.3 -0.3 -0.1 -0.013
H -6.105000 -4.305000 5.542000 0.2 -0.3 -0.1 -0.026
O -5.161000 0.901000 9.354000 -0.4 1.3 -0.7 -0.007
H -4.597000 0.165000 9.452000 1.5 -1.7 -0.5 -0.005
H -5.587000 0.908000 10.187000 -1.0 0.4 1.3 0.030
O -8.416000 -0.040000 8.749000 0.5 -0.3 2.3 -0.092
H -8.102000 0.043000 9.707000 -0.7 -0.1 -2.1 0.072
H -7.721000 -0.594000 8.335000 -0.1 0.4 -0.1 -0.021
O -9.731000 -3.001000 5.548000 -0.3 -1.1 -0.3 -0.083
H -9.291000 -2.599000 6.315000 0.1 -0.6 -0.3 0.005
H -9.604000 -3.990000 5.552000 0.1 1.8 0.3 0.061
O -3.279000 -1.220000 8.466000 1.2 0.4 0.9 -0.051
H -4.012000 -1.517000 7.946000 -0.9 -0.3 -0.6 -0.027
H -2.847000 -0.506000 7.979000 -0.4 -0.1 0.0 0.045
```
Positions in Å, forces in eV/Å.

Output
Gap between HOMO and LUMO = 10.157 eV
Energy above the lowest of the compared OMol25 structures with the same formula, charge and spin = 21.8 kcal per mole
Maximum force = 0.0610 Eh/bohr
HOMO level = -7.513 eV
Lowest unoccupied orbital energy = 2.6 eV
Net charge = -1

***

The following is a quantum chemistry calculation of a structure of composition C38H29BrCoN5O5S, from the OMol25 dataset.

```
80
Properties=species:S:1:pos:R:3:forces:R:3:mulliken_spin:R:1
Co 1.214939 0.308003 -0.560895 -0.1 -0.3 -1.3 1.323
C -1.489271 1.520413 2.561032 -0.1 0.6 0.3 -0.009
C -0.980584 1.139679 1.215097 -0.2 -0.6 -1.0 0.151
N 0.304406 1.199597 0.871452 -0.9 -0.1 0.3 0.230
N 1.175410 1.534849 1.865468 1.6 1.0 2.7 -0.003
C 2.386455 0.882354 2.000770 -1.8 -0.3 0.0 0.022
N 2.943333 1.045477 3.210236 1.4 0.7 1.3 0.010
S 2.996410 -0.240115 0.913299 -0.4 0.7 0.0 0.026
C -1.932428 0.606978 0.278986 2.8 1.1 -0.8 0.156
C -3.157097 0.170714 0.663879 -2.4 -1.5 1.0 -0.028
C -3.891210 -0.787229 -0.027490 0.9 0.6 0.3 0.086
C -3.428487 -1.186223 -1.308121 1.1 0.9 -0.2 0.087
C -2.333239 -0.481340 -1.825223 -0.5 -1.1 0.7 0.012
N -1.580565 0.379204 -1.055453 -1.0 -1.0 -1.1 0.167
H -0.710588 1.841898 3.252175 -0.3 -0.4 0.1 0.003
H -2.109867 0.762594 3.033460 0.3 -0.2 0.1 0.002
H -2.117997 2.394091 2.433552 -0.3 0.3 0.1 0.008
H 0.844286 2.087863 2.732373 0.7 -1.3 -2.3 0.003
H 2.592699 1.725765 3.874213 0.0 -0.1 -0.3 -0.001
H 3.933174 0.821798 3.345594 -0.8 0.0 -0.4 0.002
H -3.465012 0.457797 1.664971 -0.2 -0.2 -0.3 0.023
H -4.709285 -1.264185 0.495213 -0.1 0.0 -0.3 0.011
H -3.851794 -2.033412 -1.849501 0.0 0.5 0.0 0.011
H -1.963186 -0.663090 -2.841358 0.0 0.2 0.6 0.015
O 0.568251 -2.195424 2.700478 0.6 1.1 -0.6 0.000
C 0.083440 -3.245061 1.869503 0.4 0.7 0.0 -0.001
C 0.278413 -2.915026 0.310297 -0.4 1.4 0.2 0.012
O 0.302586 -3.954418 -0.334579 0.0 0.4 -0.9 0.002
O 0.307399 -1.663388 -0.078838 0.0 -2.4 1.1 0.019
C -1.379808 -3.442383 2.248044 -1.7 -0.7 0.2 -0.003
C -1.821698 -3.077117 3.543530 0.7 -0.4 -1.4 0.000
C -3.068741 -3.454403 4.006221 -0.3 0.6 0.0 -0.002
C -4.034091 -4.031743 3.176489 0.8 0.2 0.3 -0.002
C -3.642164 -4.324130 1.892768 0.4 -0.7 -1.0 0.001
C -2.340675 -4.134899 1.454481 1.7 1.0 0.4 0.003
C 0.840295 -4.524632 2.281728 0.6 -0.3 0.1 0.000
C 1.947449 -4.392908 3.131506 0.2 -0.9 0.7 0.000
C 2.587723 -5.535152 3.680331 -0.7 -0.1 -1.1 0.000
C 2.191973 -6.821593 3.269505 0.5 0.8 0.5 0.000
C 1.174283 -6.919281 2.319407 0.2 -0.9 0.2 0.000
C 0.474742 -5.825546 1.868173 -0.1 1.2 -0.3 0.000
H 1.220353 -1.650033 2.187456 -0.9 -0.7 0.3 0.001
H -1.112432 -2.530638 4.140252 0.0 0.0 0.4 0.001
H -3.263354 -3.191340 5.030026 -0.4 -0.1 0.3 0.000
H -5.020709 -4.286028 3.512363 -0.3 0.0 0.2 0.000
H -4.275010 -4.825446 1.169969 -0.4 0.0 0.2 0.000
H -2.000656 -4.514333 0.493485 -0.3 0.2 0.0 0.002
H 2.315514 -3.417328 3.456960 -0.4 -0.3 -0.2 0.000
H 3.415328 -5.403158 4.365676 0.0 0.0 0.1 0.000
H 2.695070 -7.710142 3.699353 -0.4 0.6 -0.5 0.000
H 0.950155 -7.905822 1.921080 -0.2 0.1 0.1 0.000
H -0.322255 -5.925305 1.123341 0.4 -0.1 0.4 0.000
Br 1.402289 7.118703 -2.920043 -0.2 0.9 -0.1 0.000
C 2.406893 5.644244 -2.371102 -0.4 -0.5 0.4 0.000
C 1.844643 4.829373 -1.392257 0.0 0.5 -0.4 -0.009
C 2.324822 3.542308 -1.260824 0.0 -1.0 0.6 0.015
C 3.319459 3.043156 -2.098592 0.5 0.6 -0.8 -0.002
C 3.996343 3.982256 -2.932199 -0.2 -2.0 0.3 0.002
C 3.527556 5.260838 -3.078037 0.2 0.6 -1.0 0.001
C 3.531997 1.521134 -2.336061 0.3 0.2 0.2 -0.012
O 4.561063 1.193782 -2.954718 -1.4 0.0 0.7 -0.001
O 2.555264 0.787588 -1.915640 1.2 0.4 -0.8 0.028
H 0.961583 5.182740 -0.861965 0.3 -0.2 0.0 0.001
H 1.893094 2.863905 -0.506245 0.0 0.4 -0.6 -0.002
H 4.803846 3.622912 -3.581159 -0.3 0.0 0.4 0.000
H 3.956983 5.870043 -3.893074 -0.4 -0.1 0.7 0.000
N -1.274385 6.708273 -7.234133 0.1 -2.3 2.5 0.045
C -1.197590 5.907668 -6.368357 -0.1 2.4 -2.5 -0.021
C -0.997900 4.922391 -5.350697 -0.1 0.1 0.5 0.092
C 0.083588 4.057136 -5.454474 0.4 -0.8 0.2 -0.040
C 0.306117 3.049368 -4.510536 -1.1 0.7 0.1 0.156
C -0.543265 2.950944 -3.368155 0.1 0.9 -1.2 0.076
C -1.593892 3.929458 -3.229026 1.6 -0.8 -1.0 0.111
C -1.831197 4.852286 -4.221087 0.3 -0.1 0.1 -0.036
C -0.371035 1.906577 -2.462457 -0.2 0.9 -0.8 0.388
C -0.412748 0.955784 -1.657747 0.5 -1.0 2.3 -0.143
H 0.750592 4.151395 -6.304918 -0.1 -0.1 0.1 -0.002
H 1.085257 2.323620 -4.647503 0.3 -0.1 0.0 0.009
H -2.178689 3.880714 -2.357336 -0.8 0.0 0.9 0.003
H -2.652566 5.534607 -4.114374 -0.2 0.3 0.0 -0.001
```
Positions in Å, forces in eV/Å.

Output
Gap between HOMO and LUMO (alpha / beta) = 5.714 / 7.132 eV
Energy above the lowest of the compared OMol25 structures with the same formula, charge and spin = 51.5 kcal per mole
Maximum force = 0.0673 Eh/bohr
Spin multiplicity = 4
HOMO level (alpha / beta) = -3.943 / -5.463 eV
Lowest unoccupied orbital energy (alpha / beta) = 1.8 / 1.7 eV
Net charge = -1

***

Question: Number 4 is which compound?
Answer: C38H29BrCoN5O5S